Below is a gas-phase ion, C10H16NO3 (charge +1) at a distorted geometry, with properties calculated with ωB97M-V/def2-TZVPD.

Each line ends with the Mulliken spin population.
Geometry (Å):
C -0.2601 2.3498 -3.4225  0.083
C 0.0945 1.2126 -2.6386  0.322
C -0.0551 3.4909 -2.7014  0.620
C 0.4198 1.7463 -1.4132  0.549
C 0.0092 0.7312 0.8806  0.156
C 0.8165 -1.2718 -0.1841  0.007
C 1.0621 1.0638 -0.2660  0.120
C -2.2465 -1.3942 0.5414  -0.001
C -1.0124 -1.5988 1.4534  0.004
C 1.2788 -1.0029 2.1957  0.004
N 0.2102 -0.7660 1.1141  -0.012
O 0.3759 3.1268 -1.4551  0.097
O 1.5557 -0.2269 -0.6714  0.009
O 1.8322 -2.2437 2.1725  0.001
H -0.5645 2.2807 -4.4326  0.003
H -0.0505 0.1712 -2.9261  0.040
H -0.1724 4.4769 -2.7781  0.022
H 0.0816 1.2460 1.8323  -0.002
H -1.0049 0.7258 0.5080  -0.058
H 1.5565 -2.0980 0.0970  0.002
H -0.1154 -1.5320 -0.7729  0.001
H 1.8187 1.6427 0.2299  0.029
H -2.7645 -0.4404 0.7138  -0.002
H -1.8611 -1.4663 -0.5099  0.003
H -2.8525 -2.2378 0.7460  0.000
H -0.8598 -2.6636 1.4371  0.000
H -1.3941 -1.2958 2.4555  0.002
H 2.0692 -0.2913 2.0200  0.001
H 0.9120 -0.9109 3.2534  0.000
H 1.1211 -2.8243 2.5213  0.000

<S²> = 2.0095
Kohn-Sham gap (spin up / spin down) = 5.3 / 8.0 eV
2S+1 = 3
Net charge = +1
HOMO level (spin up / spin down) = -7.94 / -13.06 eV

---

Below is 6 unconnected molecules or ions with the total composition C5H23N2O6 at a distorted geometry, with properties calculated with ωB97M-V/def2-TZVPD.

Each line ends with the natural charge from an NBO analysis.
Geometry (Å):
C -1.2039 2.1317 0.2392  -0.107
O -2.0270 3.3245 0.0399  -0.706
C -0.0288 2.1590 -0.6801  -0.460
C 1.3006 1.6103 -0.1375  -0.402
C 1.7445 0.4216 -1.0048  -0.279
N 1.3924 -1.3434 1.2100  -0.746
C 0.6773 -1.4761 0.0739  0.385
N 0.9536 -0.8043 -1.0188  -0.505
H -1.8427 1.2714 0.1468  0.201
H -0.9578 2.4029 1.2327  0.196
H -2.2891 3.1812 -0.8875  0.450
H 0.2294 3.2045 -0.9251  0.240
H -0.1599 1.7708 -1.7280  0.194
H 2.1418 2.3021 -0.4973  0.228
H 1.3391 1.5050 0.9316  0.208
H 2.7909 0.1145 -0.7373  0.243
H 2.0032 0.8809 -1.9419  0.243
H 1.2260 -1.9524 2.0157  0.454
H 1.8565 -0.4866 1.4534  0.434
H 0.0156 -2.3273 -0.1208  0.195
H 0.2952 -1.0363 -1.7996  0.471
H -0.0099 -4.1265 3.5423  0.486
H 0.9660 -3.5077 4.4928  0.488
O 0.6765 -3.3864 3.5805  -0.967
H -1.7699 -0.6481 -2.5746  0.511
H -1.0265 0.4680 -3.2560  0.488
O -0.8744 -0.4103 -2.8892  -0.959
H -1.5243 -2.5327 -0.9763  0.445
H -2.5643 -3.3957 -1.6253  0.495
O -2.1144 -2.5379 -1.7288  -0.933
H -4.0273 1.7743 0.2431  0.483
H -4.4309 0.6983 1.2998  0.482
O -4.0497 0.8349 0.4350  -0.961
H 5.1000 -0.0644 1.6975  0.494
H 4.3284 1.2365 1.2946  0.483
O 4.2678 0.2717 1.3397  -0.971

Kohn-Sham gap = 10.5 eV
2S+1 = 1
Net charge = +1
HOMO level = -13.21 eV

---

Below is a molecular structure, C34H39CaN5O3P2S at a distorted geometry, with properties calculated with ωB97M-V/def2-TZVPD.

Each line ends with the Löwdin charge.
Geometry (Å):
Ca -2.4750 -1.0752 -2.9427  1.197
C -2.2241 -0.8129 4.5216  -0.116
C -2.7894 -1.2818 3.3924  -0.105
C -3.7631 -0.7755 2.3465  -0.196
C -3.1250 0.3062 1.4605  -0.188
C -3.6212 1.6699 1.9766  -0.100
C -3.5245 2.1017 3.2484  -0.123
C -3.5075 1.2928 4.5192  -0.199
C -2.1145 0.6663 4.8315  -0.183
C -1.7087 0.7600 -4.3356  -0.374
H -1.7849 -1.5233 5.2602  0.107
H -2.5670 -2.3412 3.2067  0.097
H -4.7361 -0.3648 2.6741  0.114
H -4.0638 -1.6130 1.7042  0.071
H -2.0216 0.2664 1.4465  0.085
H -3.3987 0.2258 0.3848  0.083
H -3.9973 2.3455 1.2074  0.084
H -3.5228 3.2121 3.3558  0.105
H -4.2561 0.4722 4.4905  0.106
H -3.8231 1.9850 5.3173  0.105
H -1.3135 1.1342 4.2268  0.120
H -1.8589 0.8235 5.8897  0.098
H -0.7740 1.2231 -3.9855  -0.058
H -2.4689 1.5377 -4.1579  -0.119
H -1.5375 0.6582 -5.4524  -0.041
P -5.1918 0.7528 -2.9994  1.117
P -5.3863 -3.1889 -2.1494  1.145
N -6.0000 1.8383 -1.7632  -0.249
N -6.1327 1.5462 -4.4220  -0.218
N -6.8517 -3.1014 -0.6803  -0.186
N -5.9525 -4.7061 -2.8491  -0.313
C -6.3409 -0.6480 -2.6515  -0.476
C -6.0967 -1.9729 -3.4449  -0.392
C -5.5826 3.1850 -1.6797  -0.162
C -6.6430 3.9920 -1.2926  -0.086
C -7.7744 3.1321 -1.0932  -0.080
C -7.3455 1.8268 -1.3366  -0.167
C -5.5325 1.8663 -5.6435  -0.149
C -6.5189 2.0738 -6.6067  -0.095
C -7.7823 1.9182 -5.9512  -0.086
C -7.5143 1.6426 -4.6091  -0.147
C -6.4901 -2.9913 0.6788  -0.178
C -7.5861 -2.5520 1.4450  -0.097
C -8.7208 -2.5029 0.5619  -0.093
C -8.2425 -2.9067 -0.6970  -0.191
C -7.0574 -5.5006 -2.5022  -0.138
C -7.2989 -6.4471 -3.4927  -0.080
C -6.2798 -6.2732 -4.4890  -0.089
C -5.4667 -5.2335 -4.0633  -0.163
H -7.4075 -0.3581 -2.7965  0.072
H -6.1886 -0.8532 -1.5664  0.049
H -7.0696 -2.3576 -3.8842  0.107
H -5.3486 -1.8364 -4.2770  0.069
H -4.5819 3.4882 -1.9527  0.103
H -6.6216 5.0808 -1.1986  0.101
H -8.7954 3.4080 -0.8522  0.097
H -7.8971 0.8966 -1.2885  0.092
H -4.4598 1.8862 -5.7302  0.089
H -6.3637 2.3068 -7.6479  0.090
H -8.7610 1.9721 -6.4039  0.091
H -8.1760 1.5036 -3.7692  0.087
H -5.4853 -3.2523 1.0343  0.092
H -7.5860 -2.2969 2.5028  0.094
H -9.7546 -2.2145 0.7955  0.099
H -8.8468 -3.0794 -1.5853  0.102
H -7.5339 -5.3414 -1.5494  0.092
H -8.1131 -7.1667 -3.5153  0.099
H -6.1922 -6.8369 -5.4164  0.100
H -4.5627 -4.8220 -4.4883  0.095
O 1.0067 -1.4586 -4.0302  0.027
C 1.0381 -1.3885 -2.7988  -0.499
N -0.1475 -1.5129 -2.0786  -0.231
S -0.0120 -1.4606 -0.4270  0.590
O -0.5942 -0.2129 0.0156  -0.324
O -0.3121 -2.6541 0.3132  -0.301
C 1.7128 -1.3187 -0.5242  -0.256
C 2.5088 -1.2482 0.6114  -0.029
C 3.8645 -0.9842 0.3773  -0.065
C 4.3576 -0.7535 -0.9184  -0.063
C 3.4748 -0.7502 -1.9900  -0.007
C 2.1639 -1.1903 -1.8240  -0.116
H 2.1001 -1.3848 1.6243  0.131
H 4.5319 -0.9110 1.2303  0.103
H 5.4161 -0.5609 -1.0981  0.108
H 3.7641 -0.3859 -2.9647  0.121

Kohn-Sham gap = 6.5 eV
2S+1 = 1
HOMO level = -8.01 eV

---

Below is 2 unconnected molecules or ions with the total composition H2N3, with properties calculated with ωB97M-V/def2-TZVPD.

Each line ends with the natural charge from an NBO analysis.
Geometry (Å):
N -2.6745 -0.0017 -0.0592  0.123
N -1.5970 -0.0144 0.0978  -0.104
N 1.3611 -0.0371 -0.2311  0.125
H 2.0853 -0.7140 0.0326  0.419
H 0.8250 0.7672 0.1598  0.436

Kohn-Sham gap (spin up / spin down) = 7.7 / 7.7 eV
2S+1 = 1
Net charge = +1
HOMO level (spin up / spin down) = -19.22 / -19.23 eV